The following is a DFT calculation (wB97M-V/def2-TZVPD) of a structure of composition C55H60ClGe2NaO5S4.

ORCA input file:
```
! RIJCOSX wB97M-V def2-TZVPD def2/J DEFGRID3
* xyz -2 1
Na -3.18 0.23 -0.10
Cl -6.46 1.10 -6.19
C -6.13 1.29 -4.53
C -5.79 2.53 -3.92
C -5.37 2.54 -2.60
C -5.31 1.39 -1.77
O -5.12 1.51 -0.50
C -5.58 0.09 -2.43
C -5.59 -1.08 -1.67
O -4.71 -1.27 -0.81
C -5.98 0.11 -3.77
H -5.77 3.39 -4.56
H -5.07 3.43 -2.06
H -6.31 -1.92 -1.86
H -6.12 -0.83 -4.29
C -3.65 -5.06 3.03
C -2.55 -4.10 3.50
C -2.73 -3.15 4.47
C -1.76 -2.19 4.74
C -2.23 -1.02 5.60
C -0.48 -2.22 4.14
C -0.15 -3.40 3.39
C 1.24 -3.74 2.91
C -1.21 -4.24 3.03
C 0.54 -1.15 4.46
C 1.04 -1.15 5.77
C 2.03 -0.26 6.14
C 2.52 0.68 5.22
C 2.01 0.76 3.95
C 0.98 -0.15 3.58
Ge 0.09 0.04 1.85
S -2.04 0.24 2.42
S 0.43 1.59 0.00
Ge 0.36 -0.24 -1.26
S -1.30 -1.05 -2.35
S 0.81 -1.67 0.54
C 1.35 -0.15 -3.04
C 2.30 -1.08 -3.38
C 2.77 -1.10 -4.72
C 2.33 -0.15 -5.63
C 1.51 0.88 -5.21
C 1.01 0.87 -3.90
C 0.19 2.08 -3.52
C 0.76 3.16 -2.82
C 2.21 3.12 -2.45
C 0.01 4.22 -2.42
C -1.28 4.44 -2.94
C -1.95 5.75 -2.66
C -1.89 3.36 -3.59
C -1.17 2.19 -3.94
C -1.81 1.10 -4.80
C 2.75 -2.20 -2.46
C 3.84 -2.01 -1.63
C 4.68 -0.74 -1.61
C 4.27 -3.06 -0.80
C 3.69 -4.29 -0.73
C 4.30 -5.39 0.12
C 2.57 -4.47 -1.57
C 2.12 -3.48 -2.45
C 0.97 -3.79 -3.36
C 2.67 1.70 2.97
C 2.26 3.09 2.86
C 0.97 3.59 3.43
C 3.04 3.94 2.09
C 4.20 3.54 1.42
C 5.11 4.48 0.61
C 4.48 2.15 1.47
C 3.71 1.22 2.19
C 4.09 -0.22 2.21
H -4.21 -4.59 2.20
H -4.34 -5.27 3.83
H -3.15 -6.00 2.77
H -3.67 -3.01 5.00
H -3.17 -1.27 6.14
H -2.33 -0.09 4.99
H -1.49 -0.76 6.38
H 1.65 -4.59 3.46
H 1.93 -2.94 3.13
H 1.26 -3.97 1.84
H -0.98 -5.05 2.35
H 0.70 -1.92 6.43
H 2.54 -0.24 7.10
H 3.37 1.37 5.45
H 3.42 -1.92 -5.06
H 2.80 -0.22 -6.61
H 1.23 1.64 -5.91
H 2.79 2.98 -3.35
H 2.46 2.27 -1.79
H 2.55 4.00 -1.89
H 0.46 5.07 -1.88
H -1.72 6.08 -1.64
H -3.04 5.63 -2.73
H -1.67 6.54 -3.35
H -2.97 3.42 -3.84
H -2.86 1.38 -4.99
H -1.76 0.21 -4.18
H -1.28 1.01 -5.76
H 4.90 -0.42 -2.65
H 5.65 -0.92 -1.11
H 4.16 0.12 -1.12
H 5.14 -2.89 -0.19
H 4.39 -5.07 1.18
H 5.29 -5.60 -0.28
H 3.62 -6.29 0.04
H 2.09 -5.46 -1.62
H 0.69 -4.86 -3.26
H 1.31 -3.61 -4.39
H 0.07 -3.15 -3.16
H 0.82 3.23 4.45
H 0.11 3.32 2.84
H 0.98 4.69 3.53
H 2.70 4.98 1.99
H 4.74 5.53 0.67
H 4.98 4.18 -0.45
H 6.13 4.44 0.93
H 5.39 1.87 0.97
H 4.99 -0.47 1.63
H 3.25 -0.92 1.98
H 4.37 -0.45 3.26
O -3.84 3.76 1.11
H -4.49 3.10 0.91
H -3.07 3.30 1.38
O -4.45 -2.12 1.97
H -3.68 -1.58 2.34
H -4.33 -2.15 1.02
O -6.32 0.05 1.57
H -5.87 0.55 0.85
H -5.72 -0.71 1.74
*
```

The value obtained for the lowest unoccupied orbital energy is 3.72 eV. As for the HOMO energy: -2.40 eV. Its max |F| is 0.0627 hartree/bohr. As for the orbital gap: 6.12 eV. The energy above the lowest of the compared OMol25 structures with the same formula, charge and spin comes out at 48.6 kcal/mol.



The following is a DFT calculation (wB97M-V/def2-TZVPD) of a structure of composition C55H63BrCdN6O2.

ORCA input file:
```
! RIJCOSX wB97M-V def2-TZVPD def2/J DEFGRID3
* xyz -2 1
Cd -0.76 0.25 -0.66
C -3.86 2.24 -3.12
C -2.57 2.62 -3.79
C -2.53 2.91 -5.14
C -1.36 3.31 -5.75
C -0.21 3.45 -4.98
C -0.22 3.16 -3.62
C 1.03 3.35 -2.82
C -1.40 2.70 -3.01
N -1.41 2.31 -1.68
C -1.53 3.26 -0.76
O -1.83 4.45 -0.98
C -1.31 2.81 0.66
C -1.61 3.65 1.71
C -1.27 3.21 3.01
C -0.78 1.97 3.22
C -0.54 1.01 2.10
N -0.76 1.61 0.82
C -1.57 -0.17 2.04
O -2.65 0.02 2.61
N -1.15 -1.16 1.25
C -1.46 -2.51 1.26
C -2.61 -3.19 1.72
C -3.82 -2.52 2.32
C -2.67 -4.57 1.66
C -1.63 -5.34 1.18
C -0.48 -4.69 0.77
C -0.38 -3.32 0.80
C 0.92 -2.69 0.41
H -4.70 2.30 -3.82
H -4.05 2.92 -2.29
H -3.80 1.23 -2.72
H -3.44 2.83 -5.73
H -1.33 3.53 -6.81
H 0.70 3.79 -5.44
H 1.71 2.51 -2.99
H 1.54 4.27 -3.11
H 0.80 3.40 -1.76
H -2.05 4.62 1.52
H -1.41 3.88 3.85
H -0.48 1.68 4.20
H -3.84 -1.46 2.09
H -3.78 -2.61 3.40
H -4.74 -2.99 1.97
H -3.57 -5.07 2.02
H -1.70 -6.42 1.16
H 0.38 -5.27 0.44
H 1.73 -3.41 0.49
H 1.12 -1.83 1.05
H 0.89 -2.32 -0.62
C -5.80 1.55 0.70
C -5.17 0.35 0.09
C -5.88 -0.85 -0.07
C -5.22 -1.95 -0.60
C -3.89 -1.79 -0.95
Br -3.01 -3.28 -1.71
N -3.21 -0.67 -0.84
C -3.85 0.38 -0.31
H -6.89 1.47 0.72
H -5.52 2.46 0.17
H -5.44 1.65 1.72
H -6.91 -0.93 0.22
H -5.71 -2.90 -0.74
H -3.27 1.28 -0.22
C -1.37 -0.37 5.39
C 0.04 -0.88 5.07
C 0.02 -2.07 4.12
C 1.10 0.12 4.61
C 1.84 0.63 5.67
C 3.12 1.13 5.54
C 3.76 0.82 4.35
C 3.05 0.36 3.26
C 3.82 -0.37 2.17
C 4.22 -1.75 2.73
C 5.06 0.38 1.68
C 1.61 0.31 3.29
N 0.92 0.51 2.11
C 1.71 1.17 1.11
C 1.88 1.00 -0.22
N 1.33 0.09 -1.10
C 1.82 0.03 -2.37
C 3.17 0.32 -2.73
C 3.51 0.53 -4.06
C 2.60 0.37 -5.08
C 1.37 -0.18 -4.76
C 0.99 -0.41 -3.45
C -0.23 -1.28 -3.23
C 0.17 -2.72 -3.59
C -1.46 -0.83 -4.02
C 4.31 0.19 -1.74
C 5.22 1.42 -1.70
C 5.12 -1.06 -2.09
H -1.92 -1.15 5.92
H -1.93 -0.11 4.50
H -1.31 0.51 6.03
H 0.43 -1.26 6.03
H -0.16 -1.75 3.10
H -0.74 -2.79 4.40
H 0.99 -2.58 4.14
H 1.40 0.59 6.67
H 3.65 1.59 6.36
H 4.83 0.92 4.29
H 3.17 -0.55 1.32
H 4.89 -1.66 3.58
H 4.70 -2.34 1.96
H 3.32 -2.27 3.05
H 5.77 0.55 2.49
H 4.77 1.34 1.26
H 5.56 -0.20 0.91
H 2.27 2.01 1.54
H 2.53 1.75 -0.67
H 4.53 0.79 -4.32
H 2.86 0.60 -6.10
H 0.70 -0.46 -5.56
H -0.50 -1.26 -2.16
H 0.39 -2.79 -4.66
H -0.64 -3.41 -3.35
H 1.06 -3.01 -3.04
H -1.29 -0.89 -5.09
H -1.71 0.20 -3.77
H -2.31 -1.47 -3.79
H 3.89 0.04 -0.74
H 5.65 1.62 -2.68
H 6.03 1.28 -0.99
H 4.65 2.30 -1.40
H 5.59 -0.96 -3.07
H 4.47 -1.93 -2.12
H 5.91 -1.24 -1.35
*
```

The value obtained for the lowest unoccupied orbital energy is 4.02 eV. As for the HOMO energy: -1.15 eV. Its max |F| is 0.0428 hartree/bohr. As for the orbital gap: 5.17 eV. The energy above the lowest of the compared OMol25 structures with the same formula, charge and spin comes out at 79.9 kcal/mol.



The following is a DFT calculation (wB97M-V/def2-TZVPD) of a structure of composition C55H64Cl2KN7O8P2S.

ORCA input file:
```
! RIJCOSX wB97M-V def2-TZVPD def2/J DEFGRID3
* xyz -2 1
K 0.06 0.82 -0.36
C -3.02 0.12 -4.81
C -1.79 -0.04 -3.92
C -1.15 1.34 -3.70
P -1.99 -0.80 -2.22
C -2.17 -2.63 -2.56
C -2.53 -3.30 -1.23
C -3.00 -3.21 -3.70
C -3.65 -0.24 -1.67
C -4.84 -0.62 -2.27
C -6.08 -0.19 -1.84
C -6.13 0.66 -0.73
C -4.97 1.07 -0.10
C -3.68 0.66 -0.55
N -2.55 1.02 0.07
C -2.46 2.19 0.79
C -3.02 3.40 0.31
C -2.86 4.58 1.00
C -2.15 4.62 2.19
C -1.59 3.45 2.67
C -1.72 2.23 2.00
P -1.10 0.58 2.50
C -2.32 0.13 3.85
C -3.42 -0.72 3.20
C -2.96 1.26 4.65
C 0.51 0.76 3.44
C 0.70 1.76 4.58
C 1.63 0.94 2.40
H -2.74 0.63 -5.74
H -3.47 -0.83 -5.09
H -3.78 0.72 -4.31
H -1.06 -0.68 -4.42
H -1.83 1.97 -3.12
H -0.21 1.26 -3.15
H -0.95 1.84 -4.65
H -1.13 -2.90 -2.79
H -3.57 -3.11 -0.98
H -2.37 -4.38 -1.28
H -1.92 -2.91 -0.40
H -4.07 -3.06 -3.55
H -2.73 -2.78 -4.66
H -2.83 -4.29 -3.75
H -4.81 -1.29 -3.13
H -6.99 -0.50 -2.35
H -7.08 1.00 -0.35
H -5.03 1.70 0.77
H -3.56 3.38 -0.63
H -3.29 5.49 0.59
H -2.02 5.55 2.73
H -1.05 3.48 3.60
H -1.75 -0.51 4.53
H -4.00 -0.12 2.50
H -2.98 -1.54 2.63
H -4.10 -1.13 3.95
H -3.56 1.90 3.99
H -3.62 0.85 5.42
H -2.22 1.90 5.14
H 0.61 -0.25 3.86
H 0.75 2.78 4.19
H -0.09 1.70 5.33
H 1.65 1.57 5.08
H 1.49 1.91 1.90
H 2.62 0.93 2.87
H 1.60 0.14 1.66
Cl 5.82 6.70 -0.13
C 4.35 5.74 0.03
C 3.49 5.99 1.11
C 2.35 5.26 1.25
Cl 1.32 5.57 2.61
C 1.94 4.20 0.33
O 0.90 3.55 0.48
C 2.89 4.00 -0.75
C 2.68 2.98 -1.75
O 1.75 2.19 -1.83
C 4.06 4.76 -0.88
H 3.73 6.76 1.83
H 3.48 2.95 -2.52
H 4.73 4.56 -1.70
C 9.21 -1.73 2.47
O 8.07 -1.77 3.30
C 7.27 -2.88 3.20
C 7.62 -4.04 2.53
C 6.73 -5.11 2.49
C 5.48 -5.02 3.07
C 5.15 -3.86 3.77
C 6.03 -2.80 3.84
N 4.64 -6.17 3.09
N 3.40 -6.12 2.89
C 2.67 -5.09 2.34
C 1.34 -5.07 2.78
C 0.46 -4.05 2.55
C 0.82 -2.91 1.76
O 0.03 -2.02 1.45
C 2.24 -2.90 1.28
N 2.64 -1.80 0.62
C 3.82 -1.79 0.04
C 4.62 -2.94 -0.05
C 4.23 -4.06 0.64
C 3.08 -4.03 1.46
H 9.65 -0.74 2.60
H 8.94 -1.87 1.42
H 9.95 -2.48 2.76
H 8.58 -4.14 2.04
H 7.00 -6.02 1.97
H 4.18 -3.78 4.25
H 5.77 -1.89 4.37
H 1.04 -5.92 3.39
H -0.55 -4.08 2.92
H 4.13 -0.86 -0.42
H 5.51 -2.95 -0.66
H 4.79 -4.98 0.55
C 1.87 -2.70 -9.46
C 2.32 -3.57 -8.29
S 2.59 -2.53 -6.86
O 3.60 -1.55 -7.21
O 1.31 -2.08 -6.39
C 3.31 -3.65 -5.69
C 3.78 -2.94 -4.42
N 2.71 -2.57 -3.53
C 2.27 -1.30 -3.30
N 1.34 -1.27 -2.36
C 1.15 -2.55 -1.96
C 1.98 -3.37 -2.67
N 2.09 -4.78 -2.58
O 2.89 -5.35 -3.34
O 1.38 -5.36 -1.76
C 2.82 -0.09 -3.96
H 1.69 -3.32 -10.34
H 2.64 -1.96 -9.70
H 0.96 -2.17 -9.21
H 3.26 -4.08 -8.50
H 1.56 -4.29 -8.00
H 4.16 -4.11 -6.20
H 2.57 -4.42 -5.45
H 4.33 -2.04 -4.68
H 4.45 -3.62 -3.89
H 0.47 -2.80 -1.17
H 2.68 -0.13 -5.05
H 3.89 0.02 -3.75
H 2.30 0.77 -3.55
*
```

The value obtained for the lowest unoccupied orbital energy is 2.78 eV. As for the HOMO energy: -1.48 eV. Its max |F| is 0.0186 hartree/bohr. As for the orbital gap: 4.25 eV. The energy above the lowest of the compared OMol25 structures with the same formula, charge and spin comes out at 24.0 kcal/mol.



Which of these has the highest max |F|? C55H60ClGe2NaO5S4